Density functional theory data (ωB97M-V with the def2-TZVPD basis set) for a molecular structure, C19H24BBr2F3I2N3O4S.

frontier orbital gap: 0.250 Ha
energy: -7669.28704 Ha
charge: +1

Geometry (Å):
C1 4.42544 1.87167 3.95112
C2 3.37090 2.68163 3.56277
C3 2.13452 2.15260 2.82034
N1 2.56195 1.48588 1.56958
C4 1.75829 1.05753 0.64558
N2 2.26971 0.48632 -0.53776
O1 2.82484 1.47242 -1.38408
B1 4.20852 1.63271 -1.28478
O2 4.76202 2.68353 -2.00518
O3 5.03302 0.83286 -0.50520
C5 1.23285 -0.24505 -1.28589
C6 0.87419 -1.63506 -0.66927
C7 1.80782 -0.55136 -2.71884
I1 0.70170 0.23824 -4.36822
C8 2.93893 -1.24253 -2.93437
C9 3.77844 -1.84729 -1.81920
I2 3.66205 -1.55363 -4.90295
O4 0.04054 0.48589 -1.52062
C10 -0.37550 1.27123 -0.43814
C11 -1.85743 0.88446 -0.15041
C12 -2.70419 1.71898 0.56699
C13 -4.02182 1.37560 0.80408
C14 -4.55270 0.17427 0.35349
C15 -3.72710 -0.70024 -0.40177
C16 -2.41074 -0.29789 -0.63296
C17 -0.44551 2.76040 -0.96012
F1 -1.49110 2.91901 -1.76546
F2 -0.50053 3.63443 0.06961
F3 0.63978 3.09639 -1.68216
N3 0.38891 1.15602 0.81258
S1 -0.28548 0.05598 2.01076
H1 5.14670 1.53679 3.18412
H2 4.59680 1.57123 4.99040
H3 3.43587 3.74845 3.81914
H4 1.39910 2.94093 2.61498
H5 1.68281 1.42422 3.50812
H6 3.56392 1.36768 1.44789
H7 4.52454 3.48803 -1.51868
H8 5.47939 1.40471 0.13437
H9 0.86560 -2.38129 -1.47490
H10 -0.11463 -1.66455 -0.20180
H11 1.62823 -1.99356 0.04890
H12 3.42433 -1.63178 -0.81027
H13 3.75182 -2.94421 -1.94334
H14 4.82140 -1.51932 -1.91645
H15 -2.37321 2.66796 0.99018
H16 -4.67760 2.04982 1.35746
H17 -5.57253 -0.10999 0.55661
H18 -4.04202 -1.69501 -0.81609
H19 -1.80083 -0.96942 -1.23671
H20 0.77420 -0.69559 2.43392
Br1 -5.68216 -2.34383 0.21730
C18 -6.83304 -3.74229 -0.51932
C19 -6.86734 -4.96059 0.36610
Br2 -5.23931 -6.01269 0.18664
H21 -6.46669 -3.95281 -1.51967
H22 -7.82172 -3.29140 -0.58559
H23 -7.67332 -5.62838 0.06809
H24 -6.97262 -4.71807 1.41905